1 | Entry from the Open Molecules 2025 dataset: the molecule C2H3P (ωB97M-V with the def2-TZVPD basis set).

```
6
C2H3P (ωB97M-V with the def2-TZVPD basis set)
C -1.605 -0.488 -0.020
C -0.445 -0.293 -0.050
P 1.390 -0.224 0.004
H -2.622 -0.503 0.053
H 1.496 0.645 1.060
H 1.787 0.863 -1.047
```

Results
SMILES: C#CP
Molar mass in g mol⁻¹: 58.02

2 | Entry from the Open Molecules 2025 dataset: a cluster of 2 separate species, C2H3P in total (ωB97M-V with the def2-TZVPD basis set).

```
6
C2H3P (ωB97M-V with the def2-TZVPD basis set)
C 1.096 -1.576 0.991
C 0.319 -0.775 0.490
P -0.979 1.256 -1.417
H 1.352 -2.511 1.265
H 0.192 1.508 -0.741
H -1.980 2.098 -0.587
```

Results
Molar mass in g mol⁻¹: 58.02

Verdict on stability: 2 comes out at the bottom.

1 | Entry from the Open Molecules 2025 dataset: a cluster of 2 separate species, C3H9O3 in total (ωB97M-V with the def2-TZVPD basis set).

```
15
C3H9O3 (ωB97M-V with the def2-TZVPD basis set)
C 0.355 0.601 -0.006
C -0.311 0.079 1.259
O -1.691 0.483 1.469
C 1.862 0.172 -0.077
O 2.319 0.125 -1.345
H -0.111 0.221 -0.916
H 0.212 1.696 -0.047
H 0.287 0.262 2.156
H -0.347 -1.018 1.148
H -1.896 0.887 0.625
H 1.821 -0.835 0.384
H 2.427 0.871 0.596
H -1.403 -1.156 -1.019
H -1.557 -0.945 -2.462
O -1.968 -1.443 -1.765
```

Results
Net charge: -1
Molar mass in g mol⁻¹: 93.10

2 | Entry from the Open Molecules 2025 dataset: a cluster of 2 separate species, C3H9O3 in total (ωB97M-V with the def2-TZVPD basis set).

```
15
C3H9O3 (ωB97M-V with the def2-TZVPD basis set)
C 0.390 0.955 0.883
O -0.442 0.081 1.446
C 0.360 0.667 -0.711
C 1.287 -0.596 -0.836
O 0.771 -1.571 -1.728
H 0.093 2.009 1.076
H 1.508 0.837 1.084
H 0.917 1.481 -1.218
H -0.647 0.613 -1.120
H 2.332 -0.386 -1.066
H 1.185 -1.092 0.150
H -0.115 -1.765 -1.418
H -3.191 -0.170 1.465
H -1.737 -0.359 1.171
O -2.712 -0.703 0.823
```

Results
Net charge: -1
Molar mass in g mol⁻¹: 93.10

3 | Entry from the Open Molecules 2025 dataset: a cluster of 2 separate species, C3H9O3 in total (ωB97M-V with the def2-TZVPD basis set).

```
15
C3H9O3 (ωB97M-V with the def2-TZVPD basis set)
C -1.004 -0.279 -0.826
C -0.286 1.243 -0.408
O 0.364 1.327 0.830
C -1.006 -1.316 0.413
O -0.155 -1.469 1.515
H -0.271 -0.575 -1.605
H -2.015 -0.432 -1.244
H 0.474 1.150 -1.187
H -1.052 2.060 -0.566
H 0.128 -0.500 1.429
H -2.060 -1.420 0.708
H -0.995 -2.262 -0.233
H 2.889 0.475 -0.244
H 2.017 0.921 0.919
O 2.972 1.079 0.499
```

Results
Net charge: -1
Molar mass in g mol⁻¹: 93.10

Verdict on stability: 3 comes out at the bottom.

1 | Entry from the Open Molecules 2025 dataset: a cluster of 3 separate species, C2H7NO4 in total (ωB97M-V with the def2-TZVPD basis set).

```
14
C2H7NO4 (ωB97M-V with the def2-TZVPD basis set)
O -1.907 1.101 0.223
C -0.911 1.489 -0.328
N 0.334 0.964 -0.049
C 1.468 1.792 -0.182
O 1.905 2.093 -1.251
H -0.934 2.212 -1.139
H 0.311 0.277 0.692
H 1.935 2.251 0.701
O -1.426 -0.217 2.717
H -2.067 0.101 2.056
H -1.929 -0.902 3.173
O 1.064 -3.529 -2.535
H 1.852 -3.790 -2.053
H 0.305 -3.841 -2.028
```

Results
SMILES: O=CNC=O.O.O
Molar mass in g mol⁻¹: 109.08

2 | Entry from the Open Molecules 2025 dataset: a cluster of 2 separate species, C2H7NO4 in total (ωB97M-V with the def2-TZVPD basis set).

```
14
C2H7NO4 (ωB97M-V with the def2-TZVPD basis set)
O -0.165 -1.566 -1.457
C 0.819 -0.897 -1.439
O 1.890 -1.171 -0.655
O 1.014 0.183 -2.169
H 1.734 -1.980 -0.147
H 1.838 0.630 -1.926
C -1.717 0.432 0.724
N -0.523 0.517 1.545
O 0.566 1.044 0.770
H -1.564 -0.319 -0.045
H -1.978 1.381 0.243
H -2.532 0.117 1.374
H -0.675 1.212 2.280
H 1.293 0.418 0.902
```

Results
SMILES: O=C(O)O.CNO
Molar mass in g mol⁻¹: 109.08

3 | Entry from the Open Molecules 2025 dataset: a structure of composition C2H7NO4 (ωB97M-V with the def2-TZVPD basis set).

```
14
C2H7NO4 (ωB97M-V with the def2-TZVPD basis set)
C -0.809 -0.783 1.632
C -0.256 0.247 0.693
O 0.994 0.560 0.820
H -0.945 1.072 0.457
H -0.182 -1.670 1.615
H -1.823 -1.051 1.343
H -0.815 -0.363 2.640
N 1.270 1.677 -1.403
O -0.551 -0.429 -0.950
O 0.983 0.644 -2.005
O -0.042 -1.748 -0.977
H 0.023 -1.931 -1.925
H 1.329 1.253 -0.134
H 0.824 2.523 -1.805
```

Results
Molar mass in g mol⁻¹: 109.08

Verdict on stability: 3 comes out at the bottom.

1 | Entry from the Open Molecules 2025 dataset: a cluster of 4 separate species, C2H12NO3 in total (ωB97M-V with the def2-TZVPD basis set).

```
18
C2H12NO3 (ωB97M-V with the def2-TZVPD basis set)
C 0.652 1.000 2.554
C 0.293 -1.074 1.280
N 0.336 0.235 1.257
H 1.627 0.543 2.925
H 0.845 2.121 2.413
H -0.209 0.931 3.249
H -0.341 -1.543 1.964
H 0.881 -1.630 0.564
H -0.313 0.740 0.463
H 0.275 0.198 -3.753
H 0.926 1.016 -2.672
O 0.160 0.393 -2.758
H -1.361 -2.754 -1.471
H 0.068 -2.484 -2.037
O -0.424 -2.672 -1.197
H -1.588 2.264 -0.932
H -0.845 1.075 -1.302
O -0.980 1.638 -0.547
```

Results
Net charge: +1
Molar mass in g mol⁻¹: 98.12

2 | Entry from the Open Molecules 2025 dataset: a cluster of 4 separate species, C2H12NO3 in total (ωB97M-V with the def2-TZVPD basis set).

```
18
C2H12NO3 (ωB97M-V with the def2-TZVPD basis set)
C 2.610 1.932 -2.120
C 1.345 0.011 -2.883
N 1.512 0.910 -2.007
H 2.218 2.813 -1.629
H 3.482 1.546 -1.601
H 2.818 1.993 -3.182
H 1.718 0.012 -3.902
H 0.685 -0.819 -2.656
H 1.127 0.634 -1.080
H -1.084 -0.336 3.236
H -1.839 -1.348 2.390
O -1.022 -0.821 2.432
H 0.870 0.301 1.094
H -0.529 0.036 0.688
O 0.329 0.304 0.295
H -3.742 -2.501 3.519
H -4.591 -1.576 2.648
O -3.698 -1.842 2.838
```

Results
Net charge: +1
Molar mass in g mol⁻¹: 98.12

3 | Entry from the Open Molecules 2025 dataset: a cluster of 4 separate species, C2H12NO3 in total (ωB97M-V with the def2-TZVPD basis set).

```
18
C2H12NO3 (ωB97M-V with the def2-TZVPD basis set)
C 0.895 -0.001 -1.493
C 0.684 -0.879 -2.471
N 0.430 -0.134 -0.108
H 1.136 1.057 -1.665
H 1.172 -0.518 -3.353
H 0.112 -1.817 -2.346
H 1.094 0.270 0.583
H -0.516 0.396 0.074
H 0.268 -1.099 0.188
H -1.805 1.908 -0.755
H -2.624 1.043 0.229
O -1.710 1.341 0.020
H -3.082 -0.699 2.087
H -4.406 -0.537 1.440
O -3.490 -0.245 1.339
H 3.549 -0.688 1.898
H 4.616 0.358 2.255
O 3.676 0.244 2.077
```

Results
Net charge: +1
Molar mass in g mol⁻¹: 98.12

Verdict on stability: 1 comes out at the bottom.